*1*
This record from the OMol25 dataset describes a molecular structure, C4H10O4. The level of theory is ωB97M-V/def2-TZVPD.

The geometry in XYZ format:
```
18
C4H10O4, DFT ωB97M-V/def2-TZVPD
H 0.4031 1.0340 2.0676
H -2.3999 -0.9869 -0.6044
C 1.1775 0.6628 1.4014
C 0.6253 -0.2389 0.3419
C -2.2773 -0.5182 0.3856
H 1.6952 1.5392 1.0069
O -1.2353 0.4133 0.4101
H -0.4783 -0.3036 -2.6528
H 0.7984 1.9567 -0.8218
C 0.2026 0.1756 -0.9651
O -0.2105 -0.7368 -1.8291
O 0.3744 1.3797 -1.4731
H -3.2256 -0.0194 0.6194
H 1.9159 0.1028 1.9710
H 0.3841 -1.2600 0.5992
H -2.1468 -1.3276 1.1229
H 2.1891 -1.3805 -0.9796
O 2.2079 -0.4922 -0.5999
```

For the HOMO energy, the calculation gives -8.479 eV. The value obtained for the LUMO energy is 0.6 eV. The calculation puts the HOMO-LUMO gap at 9.0302 eV. The value obtained for the molecular weight is 122.12 Da.


*2*
This record from the OMol25 dataset describes 3 unconnected molecules or ions with the total composition C4H10O4. The level of theory is ωB97M-V/def2-TZVPD.

The geometry in XYZ format:
```
18
C4H10O4, DFT ωB97M-V/def2-TZVPD
H 2.9035 0.7459 0.7098
H -1.2381 0.5586 -1.3408
O 0.4889 2.9067 -0.2193
C -1.7153 -1.2220 0.5065
H -2.1513 -1.3895 -0.4974
C -1.1907 0.1892 0.7949
C -0.5439 2.3097 -0.3910
H -2.0593 0.6907 1.2131
O 1.4574 -1.7723 -0.9514
H 0.3731 0.4239 -0.6628
O 2.7561 -0.2063 0.6209
H -0.4285 0.0884 1.5614
O -1.5822 -2.1086 1.3069
H 2.3188 -2.0657 -1.2862
H -1.5029 2.8587 -0.4800
H 1.8451 -0.2928 0.3337
C -0.6229 0.8055 -0.4714
H 0.8923 -2.5202 -0.7469
```

For the HOMO energy, the calculation gives -10.015 eV. The value obtained for the LUMO energy is 0.6 eV. As for the SMILES: O=CCCC=O.O.O. The calculation puts the HOMO-LUMO gap at 10.6388 eV. The value obtained for the molecular weight is 122.12 Da.


Which of them is most stable, and which least? Most stable: *2*; least stable: *1*.


*1*
This record from the OMol25 dataset describes a single C2H4ClIO2S molecule. The level of theory is ωB97M-V/def2-TZVPD.

The geometry in XYZ format:
```
11
C2H4ClIO2S, DFT ωB97M-V/def2-TZVPD
Cl 2.1909 1.4966 1.0666
H 0.1162 1.5772 -0.2341
O -2.1747 -0.5696 -0.0320
I -0.5576 -2.6690 -1.7438
H 0.0965 -1.1176 1.2149
C 0.4243 -0.4033 0.4004
S -1.0077 -0.5038 -0.7860
H 1.4416 -0.8715 -0.0291
H -0.1852 1.5687 1.3063
C 0.5055 1.0914 0.6388
O -0.8498 0.4009 -1.8020
```

For the HOMO energy, the calculation gives -10.305 eV. The value obtained for the LUMO energy is -0.7 eV. As for the SMILES: O=S(=O)(I)CCCl. The calculation puts the HOMO-LUMO gap at 9.6524 eV. The value obtained for the molecular weight is 254.48 Da.


*2*
This record from the OMol25 dataset describes a single C2H4ClIO2S molecule. The level of theory is ωB97M-V/def2-TZVPD.

The geometry in XYZ format:
```
11
C2H4ClIO2S, DFT ωB97M-V/def2-TZVPD
I -2.9620 -0.0971 -0.3084
Cl -0.6939 2.1207 0.5808
S -0.1995 -0.7177 0.2415
H -0.7303 0.9802 -1.6032
C -1.0254 0.8184 -0.4718
H 2.0559 -1.0162 -0.1931
H 1.6297 0.0326 1.1445
H 1.5581 0.6811 -0.4228
O -0.6286 -0.7702 1.5957
O -0.4815 -1.7677 -0.6723
C 1.4776 -0.2641 0.1092
```

For the HOMO energy, the calculation gives -9.645 eV. The value obtained for the LUMO energy is 0.0 eV. The calculation puts the HOMO-LUMO gap at 9.6835 eV. The value obtained for the molecular weight is 254.48 Da.


Which of them is most stable, and which least? Most stable: *1*; least stable: *2*.


*1*
This record from the OMol25 dataset describes 2 unconnected molecules or ions with the total composition C14H16O2. The level of theory is ωB97M-V/def2-TZVPD.

The geometry in XYZ format:
```
32
C14H16O2, DFT ωB97M-V/def2-TZVPD
H -1.9588 -0.5332 -1.0718
C -0.6581 -2.0349 -1.9981
H 0.8411 -1.0395 1.7189
C 0.8254 1.1770 1.6244
H 2.1858 1.9412 0.1651
H 0.9867 -3.2403 -2.6286
H 2.6879 2.3039 1.6519
C -0.1132 0.2959 -1.4964
C -1.6812 -3.1100 -1.8909
H -1.4135 3.4281 2.8779
C 2.1956 1.4302 1.1180
H -0.9909 -4.0385 -1.9971
O -2.4428 1.0520 3.8217
H -3.3704 0.8023 3.5146
C 1.5134 -1.1175 -2.6495
H 2.5023 1.2102 -3.0578
C 0.1482 2.4221 1.7140
C -1.4507 1.2418 2.9673
C 0.2936 -0.0150 1.8616
H -1.3160 -0.9541 2.7577
O 1.8046 1.3804 -2.3850
C 1.1573 0.1217 -2.1506
H 2.9080 0.5431 1.1601
C -0.9137 0.0543 2.5129
H 0.2873 3.3283 1.1184
H 2.5305 -1.1820 -3.1181
C -0.9919 2.4839 2.4074
C 0.6211 -2.1955 -2.4314
H -2.5183 -3.1602 -2.5939
H -2.2277 -3.1583 -0.8849
H -0.4005 1.3040 -1.1336
C -1.0413 -0.7412 -1.5042
```

For the HOMO energy, the calculation gives -8.071 eV. The value obtained for the LUMO energy is 0.7 eV. As for the SMILES: Cc1ccc(O)cc1.Cc1ccc(O)cc1. The calculation puts the HOMO-LUMO gap at 8.7394 eV. The value obtained for the molecular weight is 216.28 Da.


*2*
This record from the OMol25 dataset describes 2 unconnected molecules or ions with the total composition C14H16O2. The level of theory is ωB97M-V/def2-TZVPD.

The geometry in XYZ format:
```
32
C14H16O2, DFT ωB97M-V/def2-TZVPD
H 3.4039 -1.7602 0.4817
C -0.2483 -1.9583 -0.6879
H -1.4206 -1.1882 1.9739
C -2.4266 2.2352 -0.7555
H -1.2990 -2.1040 -1.0266
C -0.0573 1.8593 -0.9521
C -0.9840 -2.1580 1.6729
C -2.3560 1.7821 0.5545
H 0.8248 2.0741 -1.5506
H -3.2971 1.5550 1.0614
O -3.5286 2.8081 -1.3280
H 1.4227 1.7576 2.1051
C -1.1243 1.7744 1.1722
H 0.4096 -1.4558 -2.6648
C 1.4573 -1.8258 1.1219
C 0.0467 1.6563 0.4478
H 1.9236 2.5692 0.6162
H -3.7987 2.3317 -2.1329
C 0.0980 -2.0202 0.6379
H 2.0493 0.8010 0.8282
H -1.7731 -2.7985 1.2678
C 0.7315 -1.8534 -1.6987
C -1.2784 2.0470 -1.5433
C 2.3866 -1.7996 0.1241
H -0.9986 1.8027 2.2351
H -0.6372 -2.6074 2.5957
C 2.0337 -1.8242 -1.2474
O 3.0625 -1.6656 -2.1467
H 3.8200 -2.0989 -1.7265
H 1.4901 -1.7423 2.1834
H -1.3835 2.1226 -2.6214
C 1.4513 1.6841 1.0026
```

For the HOMO energy, the calculation gives -8.265 eV. The value obtained for the LUMO energy is 0.8 eV. As for the SMILES: Cc1ccc(O)cc1.Cc1ccc(O)cc1. The calculation puts the HOMO-LUMO gap at 9.0206 eV. The value obtained for the molecular weight is 216.28 Da.


Which of them is most stable, and which least? Most stable: *2*; least stable: *1*.


*1*
This record from the OMol25 dataset describes 3 unconnected molecules or ions with the total composition CH9NO2. The level of theory is ωB97M-V/def2-TZVPD.

The geometry in XYZ format:
```
13
CH9NO2, DFT ωB97M-V/def2-TZVPD
H 1.0026 -0.2429 1.5314
C 0.3317 0.5474 1.1814
H -3.6766 -0.5668 -0.4655
H 0.3837 1.4818 -0.6141
H 1.6997 -0.1950 -0.7696
H -2.5275 -1.2204 -1.3032
H -0.5559 0.1322 -0.6731
H 0.7271 1.4581 1.5931
O -2.6902 -0.5821 -0.5827
N 0.2964 0.5325 -0.2554
H 3.2758 -0.7853 -0.8522
H -0.6398 0.3683 1.6034
O 2.3732 -0.9278 -0.3936
```

For the HOMO energy, the calculation gives -9.254 eV. The value obtained for the LUMO energy is 0.6 eV. As for the SMILES: CN.O.O. The calculation puts the HOMO-LUMO gap at 9.8349 eV. The value obtained for the molecular weight is 67.09 Da.


*2*
This record from the OMol25 dataset describes 4 unconnected molecules or ions with the total composition CH9NO2. The level of theory is ωB97M-V/def2-TZVPD.

The geometry in XYZ format:
```
13
CH9NO2, DFT ωB97M-V/def2-TZVPD
H 0.2823 -2.2573 1.3811
O 0.4814 -1.9031 0.5029
H 0.3786 0.6759 1.2904
C -0.0340 0.2804 -1.8131
H 0.1549 -0.9586 0.5532
H -1.4323 -0.1626 0.3802
H 0.2241 1.3307 2.6761
H -0.6944 1.3454 -0.2462
H 0.5754 0.9820 -2.3989
H 0.3274 -0.7565 -1.9608
N 0.0608 0.6467 -0.3973
O 0.7295 0.6086 2.1991
H -1.0538 0.1684 -2.1666
```

For the HOMO energy, the calculation gives -10.393 eV. The value obtained for the LUMO energy is -1.7 eV. The calculation puts the HOMO-LUMO gap at 8.6876 eV. The value obtained for the molecular weight is 67.09 Da.


Which of them is most stable, and which least? Most stable: *1*; least stable: *2*.


*1*
This record from the OMol25 dataset describes a single C6H10O3 molecule. The level of theory is ωB97M-V/def2-TZVPD.

The geometry in XYZ format:
```
19
C6H10O3, DFT ωB97M-V/def2-TZVPD
O -0.1490 0.7636 2.2429
H -1.8631 0.2628 1.1558
H -0.4443 1.6840 2.1949
C 0.8192 -1.5843 -1.3419
C -0.2518 0.5794 -0.6939
H -0.2027 2.5440 -1.5143
H 0.3772 -1.7395 1.7131
H 1.6510 0.3073 1.1415
O 1.8625 -0.1901 0.3401
H 0.4954 -2.6135 -1.2786
O -1.4036 0.1783 -1.3475
H 1.1628 2.1074 -0.3427
C 0.6590 -0.7166 -0.2223
C 0.2479 1.8244 -0.8394
H 0.9154 -1.1605 -2.3313
C -0.8181 0.0244 1.3237
H -0.9933 -1.9576 0.5856
H -1.8288 0.9549 -1.7304
C -0.2358 -1.2683 0.9447
```

For the HOMO energy (alpha / beta), the calculation gives -6.699 / -8.548 eV. The value obtained for the LUMO energy (alpha / beta) is 0.0 / 0.4 eV. The calculation puts the HOMO-LUMO gap (alpha / beta) at 6.7154 / 8.8988 eV. The value obtained for the molecular weight is 130.14 Da.


*2*
This record from the OMol25 dataset describes a single C6H10O3 molecule. The level of theory is ωB97M-V/def2-TZVPD.

The geometry in XYZ format:
```
19
C6H10O3, DFT ωB97M-V/def2-TZVPD
H 2.1030 1.7421 -0.5137
C -0.9381 0.0988 -0.4880
O 0.9214 -0.3749 -1.9422
C 0.5477 0.2732 -0.7151
H -0.8443 -1.2261 -1.8361
H 0.5632 2.2639 0.1414
H -1.5867 0.9705 -0.5204
C 1.0444 -0.5508 0.5219
H -0.7745 0.7536 1.8155
O -1.4770 -0.9764 -1.1307
C -1.5514 -1.1862 1.8541
H 0.7884 2.2172 -1.6238
C 1.0239 1.7135 -0.6824
H 0.8573 -1.6310 0.3471
C -0.8499 -0.1945 1.2867
O 2.0040 -0.1658 1.2191
H 1.8810 -0.5176 -1.9075
H -1.6848 -2.1403 1.3518
H -2.0277 -1.0693 2.8221
```

For the HOMO energy, the calculation gives -9.225 eV. The value obtained for the LUMO energy is -0.2 eV. As for the SMILES: C=C[C@H](O)[C@](C)(O)C=O. The calculation puts the HOMO-LUMO gap at 9.0509 eV. The value obtained for the molecular weight is 130.14 Da.


Which of them is most stable, and which least? Most stable: *2*; least stable: *1*.